Record 1
Below is a 12-piece molecular cluster, C52H76N8O6 overall in a non-equilibrium geometry, with properties calculated with wB97M-V/def2-TZVPD.

Last column: Mulliken charge in e.
Element x y z (Å)
O -1.575 -5.745 1.548  -0.66
O 2.380 -2.297 4.019  -0.34
O 5.611 1.191 2.278  -0.52
O 3.060 4.970 1.606  -0.22
O -4.762 1.534 -0.813  -0.26
O -6.832 -2.946 -2.101  -0.70
N 4.665 -4.051 0.041  -0.26
N -1.082 0.838 -0.581  0.69
N 1.850 4.468 -2.430  -0.59
N -5.675 -1.059 -1.540  0.36
N -2.206 3.400 -4.451  -0.49
N -2.091 -1.614 -3.199  -0.23
N -3.769 -0.732 2.547  -0.13
N -0.080 -5.090 -0.050  0.01
C 1.499 0.901 0.558  -1.01
C 2.488 6.302 1.570  -0.48
C 3.966 4.052 -1.207  -0.23
C 2.826 4.851 -1.563  -0.45
C 5.220 -5.075 -0.733  -0.31
C -1.468 1.861 -6.644  -0.49
C -2.718 -0.395 -3.317  0.41
C 0.930 2.067 0.117  -0.92
C -2.415 -2.586 -4.030  -0.25
C -0.646 -3.796 -0.359  -0.57
C 1.035 -2.628 4.117  0.16
C 2.061 -3.958 2.491  0.67
C 4.039 2.781 -1.785  -0.42
C -0.542 -0.299 -0.141  -0.65
C 3.061 -3.051 3.103  -0.41
C -1.274 2.414 -4.288  -0.13
C -5.581 2.985 0.760  -0.74
C -2.725 3.678 -5.636  -0.42
C -5.005 -1.656 -0.363  -1.12
C -6.496 -1.784 -2.382  0.92
C 5.422 -5.038 -2.127  -0.49
C 0.778 -0.350 0.366  0.52
C 5.236 -0.152 2.563  0.46
C 5.858 1.924 3.505  0.17
C 3.078 2.344 -2.711  -0.53
C 4.111 -3.042 -0.692  -0.08
C -4.126 -1.453 3.600  -0.31
C 0.382 -7.092 1.409  -1.12
C -4.389 2.828 -1.317  0.14
C -2.457 2.858 -6.720  -0.38
C -7.188 -1.138 -3.469  -1.06
C -0.497 -5.901 0.927  0.65
C 2.467 6.675 3.132  -0.67
C 4.132 -2.984 -2.106  -0.77
C 6.014 0.926 4.539  -0.89
C 3.778 6.110 3.641  -0.82
C 1.062 -4.039 3.621  -0.58
C -1.750 -0.349 3.711  -0.61
C -3.774 -0.180 -4.220  -0.44
C -0.361 1.987 -0.439  -0.80
C -3.391 -1.742 4.797  -0.77
C -3.374 -2.457 -5.030  -0.64
C -5.615 1.491 0.331  0.13
C -2.120 -1.182 4.806  -0.17
C 3.853 4.815 2.791  -0.17
C 2.000 3.127 -2.899  -0.33
C -2.561 -0.091 2.592  -0.48
C 4.813 -4.035 -2.799  -0.21
C 5.327 -0.349 4.066  -0.30
C -5.390 3.756 -0.527  -0.83
C -0.782 1.699 -5.391  -0.43
C -4.020 -1.240 -5.154  -0.74
H 1.171 3.019 -3.583  0.72
H -2.536 0.366 -2.573  0.17
H -0.528 -3.647 -1.432  0.29
H -1.858 -3.495 -3.861  0.40
H -3.632 -3.267 -5.695  0.42
H -6.588 1.035 0.148  0.29
H -3.725 -2.267 5.680  0.43
H -4.243 0.791 -4.171  0.38
H -6.827 -1.496 -4.433  0.16
H -1.729 -3.838 -0.242  0.35
H -3.467 4.462 -5.680  0.39
H -6.362 3.889 -1.002  0.29
H -6.343 3.384 1.431  0.50
H -0.025 0.958 -5.183  0.41
H 1.485 2.990 0.186  0.67
H -1.472 -1.299 5.662  0.49
H 2.375 7.741 3.345  0.39
H -4.607 3.204 1.198  0.17
H -5.020 0.917 1.041  -0.22
H 4.224 -0.160 2.159  -0.43
H -2.284 0.393 1.667  0.72
H 4.653 4.455 -0.477  0.40
H 4.632 6.779 3.535  0.31
H 5.413 -5.987 -0.188  0.37
H 3.816 -2.554 2.495  -0.18
H 0.424 -1.889 3.598  -0.34
H -5.055 -2.002 3.584  0.36
H 0.560 -5.418 -0.760  0.28
H -0.932 2.180 -3.291  0.71
H 4.845 -3.957 -3.876  0.38
H 1.692 6.181 3.718  0.26
H 1.480 6.174 1.176  0.31
H 5.720 -0.999 2.077  0.31
H 4.353 -0.463 4.543  0.19
H 3.153 6.949 0.998  0.30
H 3.816 -3.722 3.511  0.34
H -4.577 2.931 -2.386  0.11
H 4.909 2.159 -1.632  0.46
H 0.087 -4.394 3.284  0.31
H -5.558 -1.504 0.563  0.37
H 0.623 -2.605 5.126  0.28
H 3.697 -2.199 -0.158  0.53
H -0.152 -3.083 0.301  -0.12
H 5.853 1.274 5.559  0.41
H -4.774 4.632 -0.322  0.44
H 3.581 3.997 3.459  0.18
H 4.953 2.499 3.700  -0.23
H 4.918 4.688 2.600  0.21
H 1.275 -1.265 0.650  0.06
H 2.473 1.036 1.005  0.65
H 5.956 -5.841 -2.614  0.38
H 2.734 5.905 -1.344  0.54
H 1.419 -6.783 1.532  0.22
H 6.736 2.555 3.364  0.40
H -4.894 -2.736 -0.465  0.56
H -2.957 3.056 -7.657  0.41
H -3.389 3.187 -1.075  -0.11
H -0.769 2.918 -0.804  0.38
H -5.245 -0.164 -1.721  0.03
H 3.569 -2.290 -2.713  0.43
H -7.082 -0.057 -3.382  0.20
H 3.791 5.959 4.721  0.38
H 0.223 -7.804 0.599  0.43
H 6.027 -1.158 4.273  0.30
H 1.576 -4.638 4.373  0.31
H 1.576 -3.456 1.654  -0.66
H 3.186 1.403 -3.229  0.43
H 2.660 -4.801 2.148  0.33
H -8.263 -1.315 -3.464  0.38
H -0.764 0.092 3.731  0.46
H 0.048 -7.618 2.303  0.26
H -4.800 -1.008 -5.864  0.56
H -4.129 -1.030 -0.193  0.04
H -1.270 1.281 -7.533  0.41
H -1.160 -1.168 -0.317  0.31
H 7.067 0.683 4.683  0.27

Calculated values
HOMO-LUMO gap, Ha: 0.325
Multiplicity: 1
LUMO level, eV: 0.4
DFT total energy, a.u.: -2916.265489
Largest force on an atom, eV/A: 4.74

---

Record 2
Below is a 13-piece molecular cluster, C52H78O26 overall in a non-equilibrium geometry, with properties calculated with wB97M-V/def2-TZVPD.

Last column: Mulliken spin population.
Element x y z (Å)
O -4.431 3.307 0.182  0.08
O -3.469 2.889 -5.209  0.00
O 0.526 -1.011 8.365  0.00
O 3.193 -5.319 -3.442  0.00
O -0.572 -1.247 6.392  0.00
O 4.177 -0.875 3.965  0.00
O -2.516 -4.168 -4.196  0.00
O 1.153 2.733 3.595  0.00
O 2.054 3.440 -0.787  0.00
O -2.063 -7.542 1.888  0.00
O 2.600 0.435 -2.870  0.00
O -6.049 4.424 -1.055  0.81
O 1.843 -4.954 -1.628  0.00
O -3.706 -7.042 0.385  0.00
O -3.954 -0.792 -1.412  0.00
O -2.454 5.992 1.495  0.00
O 0.046 -0.228 1.913  0.00
O -0.407 -2.330 1.400  0.00
O -2.770 6.877 -0.577  0.00
O 0.255 3.935 -2.066  0.00
O -3.157 0.879 -4.230  0.00
O 5.913 0.543 4.035  0.00
O 1.432 2.639 5.743  0.00
O 3.535 0.440 -0.793  0.00
O -5.048 -2.424 -2.601  0.00
O -1.058 -3.682 -2.540  0.00
C 0.028 0.651 -0.261  0.00
C 2.130 -2.735 -1.162  0.00
C 0.678 2.551 6.972  0.00
C -4.137 -3.125 -0.604  0.00
C 6.240 1.879 3.584  0.00
C 0.535 -1.178 7.105  0.00
C -3.963 3.551 -2.083  0.09
C 4.758 0.164 3.558  0.00
C -2.578 -6.820 0.904  0.00
C -4.860 -4.367 -1.266  0.00
C -1.438 -4.449 -3.425  0.00
C -1.992 6.469 0.263  0.00
C 2.307 5.328 -2.059  0.00
C 3.064 5.517 -0.768  0.00
C -0.814 2.388 5.028  0.00
C -1.303 1.935 -5.089  0.00
C -2.743 1.985 -4.831  0.00
C -0.746 2.713 6.506  0.00
C -4.995 3.753 -0.990  -0.01
C -1.566 -5.747 0.503  0.00
C 3.189 -3.125 -2.273  0.00
C 1.185 -1.801 4.943  0.00
C -0.395 5.057 1.097  0.00
C 2.792 -4.552 -2.541  0.00
C -2.769 3.168 -1.335  0.01
C -0.829 -5.590 1.753  0.00
C -5.473 -3.790 -2.535  0.00
C 1.685 -1.166 6.230  0.00
C -0.991 0.433 -4.852  0.00
C -2.039 -6.484 -4.548  0.00
C 4.238 1.099 2.464  0.00
C 2.967 0.898 -4.210  0.00
C -0.822 -5.782 -3.880  0.00
C 3.523 0.825 -1.953  0.00
C -1.468 5.186 2.163  0.00
C 0.659 2.594 4.652  0.00
C 1.719 -4.027 -0.572  0.00
C -0.474 6.304 0.270  0.00
C 5.404 2.083 2.305  0.00
C -3.205 2.608 0.002  0.00
C -4.343 -1.981 -1.530  0.00
C 1.424 4.160 -1.658  0.00
C 3.837 2.104 -4.019  0.00
C -0.241 -1.354 4.984  0.00
C -0.420 -1.176 1.092  0.00
C 3.097 4.135 -0.133  0.00
C -0.879 -0.565 -0.202  0.00
C 0.176 1.003 1.250  0.00
C 4.545 1.754 -2.649  0.00
C -0.816 -7.022 2.293  0.00
C -2.069 0.006 -3.817  0.00
C -2.857 -5.283 -5.083  0.00
H -3.832 4.483 -2.632  -0.01
H 5.972 1.837 1.407  0.00
H -2.193 -1.044 -4.081  0.00
H -1.924 -0.258 -0.170  0.00
H -3.924 -5.488 -5.167  0.00
H 5.066 2.536 -2.097  0.00
H -1.176 -0.044 -5.814  0.00
H -0.626 4.176 0.498  0.00
H -0.025 -7.647 1.878  0.00
H -5.064 -4.286 -3.415  0.00
H 3.354 1.597 2.859  0.00
H 2.554 -2.067 -0.413  0.00
H -0.908 -6.246 -0.209  0.00
H -1.147 3.711 6.681  0.00
H -1.756 -7.168 -5.348  0.00
H -1.138 2.335 -6.090  0.00
H 2.515 -1.679 6.715  0.00
H -6.557 -3.900 -2.523  0.00
H 0.933 3.347 7.671  0.00
H -1.096 1.336 5.002  0.00
H 0.184 -5.197 1.662  0.00
H -0.085 6.176 -0.740  0.00
H -0.675 -7.101 3.371  0.00
H 1.014 0.487 -0.695  0.00
H -4.524 -2.860 0.380  0.00
H -0.785 2.540 -4.345  0.00
H 5.927 2.576 4.362  0.00
H -2.563 2.961 0.809  0.01
H -0.001 7.164 0.745  0.00
H 3.924 0.651 1.521  0.00
H -3.377 1.533 0.056  0.00
H -4.438 2.759 -2.662  -0.01
H -3.055 -3.232 -0.528  0.00
H 7.306 2.014 3.400  0.00
H -1.672 0.263 -2.835  0.00
H 3.375 0.044 -4.751  0.00
H 4.575 2.109 -4.821  0.00
H 2.867 5.004 -2.937  0.00
H 5.431 1.156 -2.863  0.00
H 5.111 3.133 2.309  0.00
H -1.933 4.235 2.424  0.00
H 0.073 -5.621 -4.481  0.00
H 1.356 -2.139 -1.645  0.00
H 2.947 4.212 0.944  0.00
H 2.071 -0.166 6.031  0.00
H -2.662 -4.998 -6.117  0.00
H 3.387 3.090 -3.906  0.00
H -0.437 -6.317 -3.012  0.00
H 4.199 -3.103 -1.864  0.00
H 2.458 6.132 -0.103  0.00
H 2.400 -4.337 0.220  0.00
H 3.991 3.536 -0.306  0.00
H -1.542 2.924 4.419  0.00
H 0.832 1.604 7.490  0.00
H 0.583 4.958 1.568  0.00
H -0.649 -1.150 -1.092  0.00
H -2.130 4.040 -1.196  0.01
H -1.042 5.715 3.016  0.00
H -4.155 -5.109 -1.638  0.00
H -0.419 1.460 -0.839  0.00
H 1.368 -2.863 5.101  0.00
H -1.401 2.045 7.065  0.00
H -0.882 -2.062 4.458  0.00
H 0.704 -3.913 -0.190  0.00
H 2.134 1.103 -4.883  0.00
H 3.255 -2.449 -3.125  0.00
H 4.083 5.897 -0.832  0.00
H -1.965 -4.826 0.077  0.00
H -2.702 -7.023 -3.872  0.00
H 1.623 6.114 -2.376  0.00
H -0.458 1.837 1.553  0.00
H 0.003 0.203 -4.467  0.00
H -5.598 -4.817 -0.601  0.00
H -2.137 2.521 -1.945  0.01
H 1.195 1.294 1.506  0.00
H 1.585 -1.483 3.980  0.00
H -1.426 -4.966 2.417  0.00
H -0.306 -0.390 4.479  0.00

Calculated values
Energy relative to the best compared isomer or geometry (same formula, charge and spin), kcal/mol: 0.0
Total charge: +1
HOMO-LUMO gap (alpha / beta), Ha: 0.283 / 0.104
Expectation value of S²: 0.76
Multiplicity: 2
LUMO level (alpha / beta), eV: -3.6 / -8.5
DFT total energy, a.u.: -3984.189621
Largest force on an atom, eV/A: 5.82

---

Question: Among the records above, which one has the lowest DFT total energy?
Answer: C52H78O26

---

Question: What is the largest force on an atom in the first record?
Answer: 4.74 eV/A

---

Question: Number 2 is which compound?
Answer: C52H78O26